[1]
Here is a 7-piece molecular cluster, C39H64BCl2N7O8P overall in a non-equilibrium geometry from the Open Molecules 2025 dataset. Energies are from ωB97M-V/def2-TZVPD.

Output
Molar mass in g mol⁻¹: 871.67
Charge: +1
Gap between HOMO and LUMO in eV: 7.0

```
122
C39H64BCl2N7O8P (ωB97M-V/def2-TZVPD)
C -4.360 2.894 3.722
C -5.277 2.749 2.512
H 0.141 4.705 -5.752
C -6.710 -2.284 -0.002
H -2.951 4.274 4.615
H 5.110 -4.693 5.152
C 3.180 -2.856 2.898
H -4.079 10.002 -0.585
H -3.669 6.715 -0.640
C 1.244 1.139 0.157
C 1.212 4.366 -5.941
H 7.780 -11.054 2.484
H 6.369 -10.051 2.857
H 3.531 -5.156 4.527
C -1.645 -1.904 0.706
H -3.012 1.068 0.374
H -2.416 -2.739 0.577
H 2.353 -4.751 -0.269
H -7.941 -4.022 0.304
H 3.430 -2.262 2.015
C 5.854 -9.203 0.238
H -4.666 10.709 0.927
H -2.928 11.309 2.787
H 0.667 2.079 -4.957
H -5.028 -4.198 1.254
H -1.210 11.034 2.461
H 6.198 -11.508 1.861
C -3.130 5.323 -2.301
P 4.283 2.805 -2.516
H 3.994 -6.363 -3.290
N -4.587 -1.097 1.132
H 2.694 -2.198 3.622
N 4.137 -11.139 -0.472
H -1.661 0.049 -2.969
C -5.918 -4.585 0.751
C 3.747 -7.059 -2.482
N 1.460 1.862 -2.898
H -2.376 11.534 0.347
C -3.582 4.212 3.725
C 6.846 -10.656 2.079
C 4.175 -4.300 4.745
H -4.711 2.737 1.576
C -1.964 2.202 -3.615
Cl 1.043 4.843 -3.184
C -2.269 3.131 -2.345
H 6.119 1.641 -3.075
O 1.485 -0.279 2.237
H -3.662 2.051 3.741
C -2.714 4.294 2.503
C 0.058 0.898 -0.855
Cl 2.904 1.274 -5.225
C 2.224 -3.944 2.502
C 2.579 2.080 -1.978
H 1.775 -6.296 -2.115
N -2.034 4.358 1.539
H 3.420 1.906 0.244
H 6.105 -8.608 -0.643
O -2.031 4.512 -2.750
H -2.984 1.778 -3.964
H -6.480 -2.506 -1.048
C -4.100 8.663 1.067
C -7.055 -3.568 0.757
C 0.230 1.258 -2.377
C 1.616 2.266 -4.327
N 5.357 -5.541 0.545
H -6.219 -5.493 1.277
H 2.942 4.163 -4.553
C 4.449 -3.470 3.495
O 4.851 3.862 -1.257
C 4.892 -10.287 -0.159
N -4.244 7.580 1.516
C 3.141 -5.142 -0.918
H -1.766 9.883 0.336
H 7.609 -10.457 0.083
N 1.461 -4.809 2.192
O 0.276 1.690 2.466
H 3.694 -3.695 5.520
H 1.880 5.226 -6.325
H 7.824 -9.025 1.084
C -2.216 10.642 2.293
H -0.600 -2.304 0.939
C -3.094 5.735 -0.733
H -0.014 2.435 1.887
H -3.390 3.051 -2.084
H 4.030 4.111 -0.769
C 1.841 3.873 -4.519
H -1.953 -1.242 1.604
C -5.522 -1.619 0.632
C -1.030 0.931 -3.317
H 1.309 3.536 -6.730
H 5.372 -8.545 0.966
O -2.067 1.136 0.674
H -0.609 0.592 -4.342
H 4.941 -4.103 2.750
O -1.631 -1.086 -0.504
H -4.267 5.064 3.734
H 3.376 -7.983 -2.931
H -2.268 9.663 2.777
H -7.311 -3.328 1.794
B -1.288 0.283 -0.180
H -4.962 2.833 4.633
C 1.043 0.764 1.707
H -5.643 -4.859 -0.272
H 4.667 -7.306 -1.946
H -1.603 2.856 -4.488
H -6.000 3.569 2.467
C -3.917 10.040 0.495
H -1.695 2.863 -1.395
C 4.382 -5.366 -0.100
H 5.149 -2.668 3.747
C 2.696 -6.464 -1.550
H -3.576 4.858 -0.183
C -2.504 10.546 0.798
O 5.339 1.461 -2.503
H -1.986 5.867 -0.472
C 2.529 1.739 -0.462
H 3.348 -4.396 -1.691
C 7.121 -9.824 0.831
H -7.558 -1.595 0.019
O -4.031 5.700 -3.096
H 2.466 -7.191 -0.765
H -5.832 1.809 2.567
```

These are the Löwdin partial charges, in e, on atoms 1 to 4: -0.258, -0.106, 0.078, -0.175

[2]
Here is a 6-piece molecular cluster, C39H65BF5I2N3O23P overall in a non-equilibrium geometry from the Open Molecules 2025 dataset. Energies are from ωB97M-V/def2-TZVPD.

Output
Molar mass in g mol⁻¹: 1334.53
ΔE to the lowest compared entry with this formula, charge and spin in eV: 2.8365
Charge: +1
Gap between HOMO and LUMO in eV: 6.4

```
139
C39H65BF5I2N3O23P (ωB97M-V/def2-TZVPD)
C -3.949 4.657 2.481
C 7.478 8.326 -0.853
H -4.753 -2.088 -1.880
N 0.887 -1.147 -1.722
O 6.833 9.470 -0.329
H 8.556 8.490 -0.871
H -7.864 -2.387 1.315
C -1.247 -4.061 -0.831
C -6.229 -2.425 -0.115
O 6.427 10.093 1.806
C 3.226 0.189 0.740
H -6.869 -3.879 1.271
H -1.082 -4.304 -1.879
C 7.027 7.235 0.082
H 2.811 1.274 -1.814
H 0.462 2.175 1.204
B 1.857 -0.208 -1.164
C -1.913 -1.981 -3.379
N -1.827 -1.557 -0.783
O 2.783 0.332 -2.049
H 0.750 -3.196 -1.750
C -1.985 1.690 -3.539
C -4.160 -2.725 -1.224
O -1.424 3.834 -1.034
O -3.207 1.337 -1.088
F -6.510 4.765 0.326
H 2.237 -0.793 2.430
C 6.353 2.823 -2.083
C 0.086 -9.140 0.197
H -2.173 -3.003 -3.125
O 5.878 -4.918 0.744
H -3.705 -3.583 -1.712
C -1.305 3.075 1.280
C 3.479 -4.543 0.269
H -6.980 -2.611 -0.893
O -4.403 -0.535 3.887
H -5.431 7.230 1.495
H -0.548 -4.704 -0.304
H 0.636 5.426 -0.457
O -5.007 4.062 1.856
H 3.382 -4.442 1.349
H -2.695 2.450 -3.854
H -0.263 0.660 -1.773
H 3.920 -0.486 0.238
O 6.879 7.939 1.316
C -3.332 -0.047 4.703
O -0.405 -6.167 1.761
H -1.077 3.507 2.261
H -2.367 -0.234 4.237
C -3.214 -1.846 -0.354
C 5.291 3.667 -0.288
H 1.688 -2.098 0.890
H 3.676 1.187 0.726
H 1.101 -2.541 -3.715
O -4.926 -1.010 6.021
H 1.144 -3.700 0.507
C -4.959 6.273 1.289
H -5.956 -1.363 -0.157
H 7.754 6.433 0.174
O 4.431 3.945 0.479
H 1.702 -8.012 -0.777
H -6.640 5.246 2.264
C -1.707 -0.284 1.302
O -5.094 -3.276 -0.295
H 0.756 -3.294 -5.241
H 0.769 -9.972 0.352
C -3.524 -0.829 5.978
H -2.375 2.884 1.230
I -1.813 -2.923 -6.325
F -3.138 -0.114 7.060
C -6.858 -2.790 1.231
H -1.577 -1.163 1.954
C 6.684 9.253 1.015
C 0.603 -2.382 -1.025
O -0.056 -8.360 1.391
O 5.181 -4.715 -1.321
H -4.074 1.753 -1.189
F 8.303 4.100 -1.681
C 0.447 4.613 0.247
H 0.133 0.368 2.322
H -3.451 1.027 4.856
H -1.656 1.126 -4.417
H 0.824 4.849 1.244
C 7.350 3.349 -1.083
C -0.775 0.797 1.903
P -2.865 0.454 -2.466
C 3.140 -0.213 2.224
H 2.951 -5.421 -0.106
C -0.827 -2.636 -0.452
H -4.531 6.296 0.286
C -0.175 -7.067 1.021
H 6.611 1.835 -2.458
H -3.030 -1.802 5.992
H -1.340 1.219 2.749
C -0.242 -0.335 -2.233
H 6.218 3.498 -2.929
H -3.782 -0.937 -0.194
H -6.215 -2.422 2.029
H -0.492 -1.101 -4.885
H 6.066 6.809 -0.210
C -0.824 -2.062 -4.511
O -6.426 -1.409 4.384
C 4.919 -4.736 -0.174
N -0.490 1.905 0.980
C 0.616 -8.123 -0.781
H 3.982 -0.840 2.519
C 0.313 -3.058 -4.276
I -3.746 -1.357 -4.536
H -0.003 -3.985 -3.804
C -5.363 -1.023 4.728
C -1.635 -1.002 -2.174
H 7.825 2.581 -0.469
H -0.715 -2.713 0.631
O 0.014 -6.918 -0.326
H -1.598 5.110 0.565
O 1.922 0.238 0.148
C -5.892 5.106 1.482
O 6.554 4.187 -0.259
O -1.337 -0.459 -0.029
O -3.928 5.991 2.242
F 0.195 -8.375 -2.040
O 5.149 2.782 -1.308
H -2.728 0.058 1.504
F 7.034 8.110 -2.118
C 1.609 -2.807 0.067
H -1.107 2.118 -3.055
H 2.755 -3.652 -1.517
H -0.885 4.307 -1.678
H 0.009 -0.080 -3.268
H 6.706 -4.674 0.301
H 3.084 0.664 2.869
H -3.145 -2.421 0.570
C -1.035 4.209 0.285
C 2.944 -3.312 -0.497
H -0.888 -9.531 -0.101
H 1.017 3.750 -0.120
O -3.153 4.079 3.144
H 3.715 -2.544 -0.585
H -2.230 -4.361 -0.470
```

These are the Löwdin partial charges, in e, on atoms 1 to 4: -0.551, -0.314, 0.060, 0.089

[3]
Here is C39H65BeBrF5KN3O4 as an isolated structure in a non-equilibrium geometry from the Open Molecules 2025 dataset. Energies are from ωB97M-V/def2-TZVPD.

Output
Molar mass in g mol⁻¹: 862.97
Charge: +1
Gap between HOMO and LUMO in eV: 1.6

```
119
C39H65BeBrF5KN3O4 (ωB97M-V/def2-TZVPD)
C 2.646 0.961 -2.421
C 7.346 0.143 -1.462
H -8.337 0.617 -2.186
H -0.589 -0.557 -1.304
F -0.825 0.067 0.364
H -1.568 -3.028 -3.208
N 3.746 -1.327 0.619
C 5.477 1.263 0.243
H 5.884 0.288 0.788
F 3.375 -1.412 6.095
C -2.970 -1.516 -2.198
H -6.333 -5.120 2.563
H -4.064 -0.598 1.172
C -2.565 4.878 -0.747
H 4.476 7.057 2.656
C 0.129 4.058 -0.438
H 0.359 -5.049 3.721
C 2.621 7.699 1.730
H 7.856 2.288 -0.121
H -3.538 -1.606 -3.231
H -6.832 -2.837 -5.417
C 3.238 -2.117 3.101
H 3.046 6.185 3.179
C 5.825 6.482 0.376
H 2.409 0.551 -3.517
H 3.808 6.562 -0.420
H -6.311 -6.869 2.747
H -2.411 -0.458 0.278
H 1.699 7.255 1.340
C 6.363 1.435 -1.122
F 8.132 -0.328 -0.283
H -1.372 -1.614 2.853
H -1.561 -4.739 3.675
H 3.209 -2.383 -1.915
H 3.445 1.634 0.841
H -2.795 -3.481 0.580
H 2.104 -1.591 -3.245
H 2.591 -0.179 2.053
C -0.499 -4.239 3.586
C 3.572 -0.859 2.080
H 4.506 -0.218 2.408
C -7.160 -2.083 -4.706
C -3.975 -1.721 -0.918
H -4.902 -1.007 -1.086
H -0.970 -4.451 1.361
H -5.991 0.613 -2.995
F 8.354 0.587 -2.487
C -1.624 -2.506 -2.151
F 6.547 -0.943 -2.110
H 5.778 7.460 0.865
H -5.240 -1.110 -4.616
C -6.688 -0.143 -3.347
C -0.417 -3.635 2.030
C -8.006 -0.142 -2.891
C -1.238 -2.227 1.845
H 6.434 5.830 1.010
H 0.696 -3.603 1.626
H -1.657 -3.279 -1.268
C -3.280 -1.208 0.510
C -2.777 -2.564 1.316
O 3.785 5.556 1.398
C 4.437 5.895 0.177
H -0.683 -1.511 1.098
C -1.484 -3.033 5.471
N 3.979 1.225 0.044
H -2.447 2.631 -2.922
O -0.279 -3.204 4.608
H -0.028 -1.070 -3.039
H -2.591 -0.389 -2.149
H 3.101 8.234 0.906
C -5.991 -6.049 2.096
H 0.996 -2.084 -0.173
C 3.480 -0.177 -0.318
C 3.533 6.628 2.303
C 2.336 -1.590 -2.085
H -2.335 -2.555 4.802
H 2.429 3.343 -0.242
H -3.081 4.408 0.210
H 2.363 8.432 2.500
H -4.321 -2.843 -0.881
H -2.223 5.975 -0.438
O -3.867 -5.896 3.211
C -0.099 1.796 -2.762
C -8.475 -2.089 -4.242
H 0.203 4.884 0.407
O 7.284 2.585 -0.899
C 1.447 3.115 -0.835
H -9.925 -1.117 -2.979
C -1.322 3.906 -1.191
H -1.257 -2.316 6.390
C -0.339 -1.502 -1.986
H -3.418 4.982 -1.576
H 6.327 6.613 -0.586
H 5.723 1.670 -2.075
H 3.593 1.639 -2.535
H -4.167 -5.210 1.308
H -0.253 1.018 -3.623
C 1.385 1.918 -2.001
H 4.533 4.964 -0.392
H 0.961 -3.351 -1.569
Be 6.675 9.047 0.418
C 2.951 -3.077 4.090
H 5.736 2.161 0.979
N 2.838 -0.268 -1.554
K 5.918 -3.089 -2.073
H -6.482 -6.158 1.125
H 2.740 -3.678 5.099
C -8.899 -1.116 -3.336
H -4.133 -6.976 1.487
C -1.401 2.742 -2.385
C 1.003 -2.186 -1.340
H -9.170 -2.850 -4.587
H -1.802 -4.107 5.854
H -4.148 -6.646 3.763
H 3.058 -2.105 0.541
H -3.533 -2.783 2.189
C -4.484 -6.044 1.941
C -6.266 -1.112 -4.257
Br -3.082 1.643 -1.193
```

These are the Löwdin partial charges, in e, on atoms 1 to 4: -0.112, -0.155, 0.101, 0.069